1.
{
  "formula": "C12H48F2InNO16S2",
  "method": "the ωB97M-V functional and the def2-TZVPD basis",
  "species": ["In", "N", "S", "O", "O", "F", "S", "O", "O", "F", "C", "O", "H", "H", "H", "H", "C", "O", "H", "H", "H", "H", "C", "O", "H", "H", "H", "H", "C", "O", "H", "H", "H", "H", "C", "O", "H", "H", "H", "H", "C", "O", "H", "H", "H", "H", "C", "O", "H", "H", "H", "H", "C", "O", "H", "H", "H", "H", "C", "O", "H", "H", "H", "H", "C", "O", "H", "H", "H", "H", "C", "O", "H", "H", "H", "H", "C", "O", "H", "H", "H", "H"],
  "xyz": [[-2.8328, 1.5565, 1.0818], [-0.3601, 0.1540, 0.6059], [0.1718, -0.7601, -0.4803], [0.2988, -2.1807, -0.2493], [1.1009, -0.2274, -1.5022], [-1.1275, -0.6654, -1.3586], [1.1411, 0.0640, 1.3744], [2.2523, 0.8406, 0.8003], [1.5565, -1.1117, 2.1538], [0.6624, 1.0774, 2.5612], [2.8355, -0.1554, -4.1948], [3.9239, -0.1668, -5.0918], [2.8370, -1.0106, -3.5191], [2.8940, 0.7129, -3.5384], [1.8856, -0.1865, -4.7285], [4.7251, -0.1980, -4.5638], [-3.8007, -2.1842, -2.8995], [-4.7859, -2.5452, -1.9810], [-2.8901, -1.7718, -2.4651], [-3.6482, -3.0223, -3.5796], [-4.2232, -1.3700, -3.4883], [-5.1801, -1.7428, -1.6312], [-1.6285, -4.5670, -1.9870], [-0.7949, -4.6654, -0.8631], [-1.0573, -4.0359, -2.7485], [-1.8802, -5.5613, -2.3559], [-2.5377, -4.0242, -1.7284], [-0.4166, -3.8052, -0.6666], [3.5134, -1.7964, 4.6517], [2.7685, -2.7610, 3.9866], [4.5402, -2.1368, 4.7852], [3.5360, -0.8597, 4.0948], [2.9756, -1.6618, 5.5902], [2.1298, -2.3354, 3.4100], [0.3420, 3.2469, -1.4016], [-0.7458, 3.2286, -0.4248], [0.7811, 2.2678, -1.5927], [0.0888, 3.7659, -2.3261], [1.1759, 3.8384, -1.0237], [-1.1920, 4.0632, -0.5861], [-0.8266, -0.1916, -4.4606], [-0.6132, -0.4947, -5.8393], [-0.5102, -0.9306, -3.7245], [-0.3040, 0.7521, -4.3042], [-1.8710, 0.1018, -4.3550], [-0.6189, 0.3941, -6.2019], [1.9756, 2.3640, 5.1948], [2.1762, 3.5583, 5.9578], [0.9256, 2.3451, 4.9030], [2.5494, 2.1300, 4.2981], [2.1069, 1.4626, 5.7934], [2.2377, 4.2874, 5.3363], [-3.0651, 2.2832, -2.8489], [-2.8925, 1.1488, -2.0796], [-3.7766, 2.0485, -3.6406], [-3.6299, 3.0412, -2.3062], [-2.1414, 2.6647, -3.2839], [-3.7683, 0.7998, -1.8989], [4.9217, 1.4178, -1.2464], [3.8281, 2.2965, -0.9094], [5.6747, 1.3269, -0.4636], [4.5035, 0.4359, -1.4678], [5.4223, 1.7898, -2.1403], [3.2912, 1.8171, -0.2741], [0.2549, 4.2283, 2.3807], [-0.8085, 3.2831, 2.5826], [0.5469, 4.6299, 3.3510], [1.1167, 3.7706, 1.8951], [-0.0614, 5.1347, 1.8645], [-1.1577, 3.3497, 3.4743], [-0.5238, -2.4062, 4.3117], [-1.8412, -2.3183, 4.7683], [-0.3857, -1.9665, 3.3239], [0.0943, -1.9888, 5.1066], [-0.3211, -3.4768, 4.2844], [-2.0361, -1.3820, 4.6857], [-3.1505, -2.6996, 1.2512], [-3.0244, -1.6692, 0.3738], [-2.1644, -2.9689, 1.6295], [-3.8448, -2.7002, 2.0915], [-3.4915, -3.4880, 0.5803], [-3.8318, -1.4878, -0.1128]],
  "forces_ev_per_angstrom": [[1.07, 0.18, -0.34], [2.91, -0.02, 3.05], [-0.60, -1.83, -10.36], [-0.20, -0.31, 0.77], [-0.86, -0.91, 3.06], [-1.03, -0.50, -0.09], [3.73, 4.09, 6.28], [-2.79, -1.92, 0.59], [-1.73, 1.73, -2.48], [0.17, -1.11, -0.91], [0.01, -0.02, 0.66], [-0.09, -0.14, -0.29], [0.07, -0.32, -0.01], [-0.30, 0.29, -0.04], [0.26, 0.19, -0.24], [0.09, 0.02, -0.07], [-0.28, 1.14, -1.21], [-0.31, -0.59, 1.38], [0.23, -0.40, 0.18], [0.25, 0.03, 0.12], [0.29, 0.04, -0.57], [-0.34, -0.12, -0.12], [0.99, -1.32, -0.06], [-1.27, -1.65, -0.77], [-0.10, 0.69, -0.21], [-0.02, -0.01, 0.42], [-0.29, 0.63, 0.22], [1.02, 2.24, 0.70], [-0.27, 0.44, 0.21], [-0.23, -1.25, -0.86], [-0.13, -0.08, 0.23], [0.05, 0.19, 0.04], [0.62, 0.51, 0.54], [0.10, 0.02, -0.03], [0.76, 0.45, 0.41], [0.30, -0.25, -0.92], [-0.64, -0.17, 0.09], [-0.52, -0.37, -0.13], [0.02, 0.04, 0.40], [-0.17, 0.13, 0.26], [-0.38, 1.40, -0.54], [0.13, -0.39, 0.45], [0.04, -0.14, -0.54], [0.40, -0.10, 0.82], [-0.33, -0.51, 0.52], [0.13, -0.26, -0.75], [-1.17, -0.51, 0.29], [0.62, -0.77, -0.56], [-0.19, -0.14, -0.28], [0.52, 0.94, -0.07], [0.15, 0.38, 0.59], [0.09, 0.10, 0.02], [-1.58, 1.09, -1.13], [0.54, -1.12, 1.41], [0.29, 0.01, -0.65], [0.51, 0.56, 0.30], [-0.01, -0.21, 0.37], [-0.04, -0.13, -0.14], [-0.74, 0.22, -0.13], [0.94, -0.10, -0.32], [-0.10, 0.09, 0.21], [0.20, -0.23, -0.04], [-0.16, 0.15, 0.02], [-0.05, 0.06, -0.03], [-0.10, 0.49, 0.90], [-0.47, -0.04, -0.60], [0.34, -0.28, 0.15], [-0.28, -0.13, -0.03], [-0.26, -0.32, -0.54], [0.26, 0.24, 0.09], [0.46, -1.09, 0.69], [-1.27, 0.64, -0.35], [0.21, 0.10, 0.10], [0.68, 0.24, -0.49], [0.36, 0.06, -0.27], [-0.54, 0.02, 0.36], [-0.22, -3.09, -0.03], [0.53, 3.61, -0.55], [0.02, 0.17, 0.07], [-0.12, 0.87, 0.03], [-0.08, -1.09, 0.62], [-0.09, -0.52, 0.11]],
  "spin_multiplicity": 2,
  "gap_ev": [7.54, 2.07],
  "homo_ev": [-11.61, -11.46],
  "charge": 1,
  "s_squared": 0.754
}


2.
{
  "formula": "C12H48N24O12",
  "method": "the ωB97M-V functional and the def2-TZVPD basis",
  "species": ["N", "C", "N", "O", "H", "H", "H", "H", "N", "C", "N", "O", "H", "H", "H", "H", "N", "C", "N", "O", "H", "H", "H", "H", "N", "C", "N", "O", "H", "H", "H", "H", "N", "C", "N", "O", "H", "H", "H", "H", "N", "C", "N", "O", "H", "H", "H", "H", "N", "C", "N", "O", "H", "H", "H", "H", "N", "C", "N", "O", "H", "H", "H", "H", "N", "C", "N", "O", "H", "H", "H", "H", "N", "C", "N", "O", "H", "H", "H", "H", "N", "C", "N", "O", "H", "H", "H", "H", "N", "C", "N", "O", "H", "H", "H", "H"],
  "xyz": [[4.2364, -17.4583, 2.0743], [3.3335, -16.5964, 1.7718], [3.1726, -16.2875, 0.5109], [2.5668, -16.1337, 2.6595], [4.2492, -17.9181, 2.9734], [5.0426, -17.5313, 1.4704], [3.8137, -16.8807, 0.0038], [2.4898, -15.6533, 0.1215], [-0.6608, -13.4605, -2.0042], [-1.2291, -14.6599, -2.2077], [-1.9954, -14.6427, -3.3128], [-1.1008, -15.6604, -1.4399], [-0.8508, -12.6791, -2.6153], [0.0444, -13.4942, -1.2819], [-2.4816, -15.4808, -3.5976], [-1.9859, -13.8238, -3.9040], [0.4526, -13.3597, 1.9675], [1.3991, -13.1056, 1.1072], [2.5773, -13.4607, 1.3937], [1.2501, -12.5088, 0.0844], [-0.4198, -13.6270, 1.5344], [0.7047, -13.8930, 2.7874], [3.4144, -13.2955, 0.8534], [2.7051, -14.1365, 2.1334], [2.0672, -12.3343, -4.1476], [1.6211, -11.1251, -3.7486], [2.0607, -10.9021, -2.5237], [1.0090, -10.3732, -4.4301], [2.2493, -13.0319, -3.4403], [1.7559, -12.5960, -5.0721], [1.9310, -9.9670, -2.1646], [2.4696, -11.6014, -1.9204], [-0.4240, -17.0353, 1.5482], [-0.6120, -18.2439, 1.9631], [0.2742, -18.5511, 2.8784], [-1.6047, -18.9700, 1.5850], [0.4966, -16.6739, 1.7529], [-0.9329, -16.8512, 0.6954], [1.0076, -17.9566, 3.2371], [0.0886, -19.4475, 3.3051], [1.8519, -12.3080, 4.6765], [1.2161, -13.3126, 5.1825], [1.5960, -13.4311, 6.4334], [0.3985, -14.0715, 4.6582], [2.4736, -11.7643, 5.2579], [1.8174, -12.2212, 3.6708], [2.1685, -12.7160, 6.8588], [1.4474, -14.2696, 6.9764], [6.1652, -10.5577, 4.6048], [5.7092, -11.4170, 3.7578], [4.6437, -11.0250, 3.1177], [6.3193, -12.4576, 3.6671], [7.0085, -10.7479, 5.1271], [5.6460, -9.7041, 4.7528], [4.2619, -11.5820, 2.3667], [4.2456, -10.1430, 3.4071], [6.4092, -14.7350, 0.8310], [7.5487, -15.1127, 1.3850], [7.4156, -15.0269, 2.6620], [8.6205, -15.4851, 0.9365], [6.3684, -14.7730, -0.1775], [5.6386, -14.3890, 1.3848], [8.2492, -15.2645, 3.1804], [6.7443, -14.3564, 3.0083], [4.1150, -13.0489, -1.6376], [4.9375, -12.3120, -0.9451], [5.8756, -11.9562, -1.7417], [4.9072, -12.1347, 0.2830], [3.2602, -13.4407, -1.2691], [4.2895, -12.9979, -2.6311], [5.9749, -12.4039, -2.6416], [6.5102, -11.2416, -1.4150], [2.1950, -9.9475, 1.3705], [1.1049, -9.2974, 1.2803], [0.4169, -9.6700, 0.2308], [0.8546, -8.3584, 2.0112], [2.8499, -9.5174, 2.0078], [2.3550, -10.7683, 0.8042], [0.7527, -10.4456, -0.3223], [-0.4345, -9.1816, -0.0071], [-1.8660, -11.9170, 0.4187], [-2.7607, -12.1113, 1.3956], [-2.2364, -12.1101, 2.5927], [-3.9415, -12.2319, 1.2318], [-1.1133, -11.3274, 0.7442], [-2.1542, -11.7449, -0.5339], [-2.7776, -12.3989, 3.3951], [-1.2668, -11.8277, 2.6043], [-1.9172, -12.8269, 6.2302], [-2.7098, -13.8061, 5.9333], [-2.4404, -14.2791, 4.7426], [-3.7428, -14.0329, 6.5088], [-1.0418, -12.7070, 5.7410], [-2.3505, -12.1485, 6.8403], [-1.4511, -14.2817, 4.5394], [-3.0056, -15.0262, 4.3652]],
  "forces_ev_per_angstrom": [[3.39, -2.62, 0.30], [-4.57, 2.54, 3.24], [1.41, -0.38, -2.29], [0.13, -0.09, -0.38], [0.05, 0.49, -0.16], [0.06, -0.40, 0.32], [-0.72, 0.63, -1.41], [0.23, -0.39, 0.27], [0.99, -0.20, 0.69], [-0.44, -2.10, 1.32], [-0.74, -0.68, -0.88], [0.12, 2.30, -1.70], [0.45, -0.11, 0.40], [-0.11, 1.08, 0.02], [0.09, 0.31, 0.08], [-0.21, -0.49, -0.01], [-2.04, -0.86, 1.28], [-0.85, 0.24, -0.12], [5.65, -2.65, 3.09], [-1.42, 2.64, -5.01], [-0.40, 0.33, 0.20], [-0.41, -0.34, 0.28], [-0.27, 0.75, -0.19], [0.04, -0.29, 0.23], [0.25, -1.75, -1.54], [1.09, -1.37, 0.35], [0.24, 1.98, 2.99], [-1.39, 1.75, -1.49], [-0.30, -0.07, -0.57], [0.01, -0.45, 0.31], [-0.04, -0.22, 0.13], [-0.16, 0.34, -0.25], [-0.08, 3.25, -2.17], [-4.49, -3.05, -0.90], [1.36, -3.11, 2.49], [3.08, 1.54, 1.21], [-0.21, 0.64, -0.50], [0.34, 0.73, -0.19], [-0.33, 0.05, -0.18], [0.43, 0.21, 0.22], [0.92, 2.85, -3.42], [-0.88, -2.11, 1.08], [0.42, -1.15, 3.97], [0.44, 0.10, -0.57], [-0.01, -0.13, -0.81], [0.15, 0.76, 0.21], [-0.10, -0.49, 0.02], [-0.38, 0.26, -0.22], [0.97, 3.88, 3.18], [1.55, -1.87, 0.07], [-2.75, 0.50, -1.48], [0.15, -2.55, -1.31], [-0.38, 0.02, -0.18], [0.64, 0.03, 0.31], [0.03, 0.27, 0.02], [-0.18, -0.37, -0.56], [-1.71, 0.05, -3.56], [1.99, -0.35, -0.12], [-0.13, -0.05, 5.11], [-0.10, -0.42, -2.12], [-0.33, 0.34, 0.26], [0.34, 0.00, -0.41], [-0.31, 0.41, 0.17], [0.39, 0.02, 0.71], [-3.26, -2.48, -1.49], [-0.31, -0.73, 3.59], [4.28, 2.72, -1.67], [-0.58, 0.45, -0.53], [0.15, 0.05, -0.02], [-0.97, -0.45, 0.14], [0.41, 0.64, 0.26], [0.28, -0.37, -0.34], [5.08, -2.77, 1.48], [-1.99, 3.19, 0.37], [-2.82, -0.51, -2.50], [-0.75, 0.76, 0.72], [0.13, -0.62, -0.38], [0.55, 0.13, 0.25], [-0.51, 0.07, -0.04], [0.20, -0.19, 0.03], [1.99, 0.56, -1.38], [-2.19, 0.38, -0.51], [1.98, 0.36, 2.15], [-2.22, -0.76, -0.91], [0.33, -0.12, -0.66], [-0.36, -0.07, 0.45], [0.30, 0.14, -0.09], [-0.20, -0.42, 1.09], [2.64, 3.26, 2.39], [-3.12, -0.48, -0.66], [1.04, -2.44, -3.19], [-1.40, -0.54, 1.56], [-0.48, 0.42, 0.29], [0.78, 0.03, 0.07], [-0.14, -0.33, -0.63], [0.20, -0.07, 0.32]],
  "spin_multiplicity": 1,
  "gap_ev": 8.51,
  "homo_ev": -9.03,
  "smiles": "NC(N)=O.NC(N)=O.NC(N)=O.NC(N)=O.NC(N)=O.NC(N)=O.NC(N)=O.NC(N)=O.NC(N)=O.NC(N)=O.NC(N)=O.NC(N)=O"
}


Quick rundown of energy, same order as above: -79732.8166, -73563.1720 eV
Quick rundown of energy relative to the best compared isomer or geometry (same formula, charge and spin), same order as above: 31.8, 165.8 kcal/mol